# 1
{"formula": "C17H28N6ORuTe4", "method": "wB97M-V/def2-TZVPD", "species": ["Ru", "C", "C", "C", "C", "C", "C", "H", "H", "H", "H", "H", "H", "Te", "Te", "Te", "Te", "C", "N", "C", "C", "C", "N", "C", "C", "O", "H", "H", "H", "H", "H", "H", "H", "H", "H", "H", "H", "H", "C", "C", "C", "C", "N", "C", "N", "N", "N", "H", "H", "H", "H", "H", "H", "H", "H", "H", "H"], "xyz": [[0.035, 0.965, -0.735], [-2.759, -0.270, 0.538], [-2.375, -1.345, 1.324], [-1.537, -1.143, 2.415], [-1.070, 0.128, 2.712], [-1.433, 1.204, 1.915], [-2.288, 1.013, 0.827], [-3.433, -0.420, -0.294], [-2.749, -2.336, 1.101], [-1.266, -1.979, 3.047], [-0.425, 0.284, 3.568], [-1.086, 2.203, 2.153], [-2.681, 1.868, 0.293], [2.184, 0.999, -2.086], [0.987, 1.809, -4.398], [-1.206, 2.148, -2.808], [-0.292, 3.568, -0.777], [1.666, -2.501, 1.710], [2.484, -1.351, 2.046], [3.579, -1.605, 2.972], [4.611, -0.504, 2.873], [3.906, 0.821, 3.054], [2.814, 0.950, 2.094], [2.425, 2.310, 1.772], [2.142, -0.115, 1.608], [1.215, -0.021, 0.770], [2.251, -3.230, 1.144], [0.803, -2.181, 1.133], [1.310, -2.983, 2.624], [4.011, -2.574, 2.716], [3.194, -1.679, 3.996], [5.097, -0.535, 1.895], [5.377, -0.633, 3.636], [4.587, 1.655, 2.886], [3.517, 0.915, 4.074], [3.257, 2.839, 1.302], [2.138, 2.842, 2.683], [1.585, 2.301, 1.086], [1.945, -2.887, -4.437], [0.677, -3.718, -4.622], [-0.292, -3.046, -5.587], [0.018, -4.041, -3.280], [-0.417, -2.836, -2.577], [0.260, -2.027, -1.770], [-0.519, -1.015, -1.468], [-1.698, -1.236, -2.097], [-1.650, -2.337, -2.733], [2.446, -2.744, -5.393], [2.653, -3.372, -3.762], [1.716, -1.891, -4.043], [0.958, -4.696, -5.028], [-0.610, -2.071, -5.212], [-1.183, -3.653, -5.749], [0.190, -2.886, -6.550], [0.714, -4.560, -2.620], [-0.871, -4.655, -3.404], [1.280, -2.164, -1.459]], "de_lowest_kcal_mol": 0.0, "total_charge": 1, "largest_force_ev_per_a": 0.6, "spin_multiplicity": 2, "orbital_gap_ev": [6.4, 5.9]}

# 2
{"formula": "C17H28N8O4Rb", "method": "wB97M-V/def2-TZVPD", "species": ["Rb", "O", "C", "O", "C", "C", "C", "C", "C", "N", "C", "O", "O", "H", "H", "H", "H", "H", "C", "N", "C", "C", "N", "N", "C", "N", "N", "H", "H", "H", "H", "H", "H", "H", "H", "H", "H", "H", "C", "C", "N", "C", "C", "N", "C", "C", "H", "H", "H", "H", "H", "H", "H", "H", "H", "H", "H", "H"], "xyz": [[-0.161, -0.726, -0.222], [1.439, 2.383, 3.800], [1.235, 1.724, 2.625], [0.256, 1.064, 2.416], [2.441, 1.951, 1.704], [3.331, 2.992, 1.974], [4.471, 2.945, 1.166], [4.666, 2.009, 0.139], [3.612, 1.045, -0.061], [2.587, 1.059, 0.779], [3.508, 0.067, -1.198], [4.464, -0.081, -2.089], [2.433, -0.424, -1.352], [0.750, 2.164, 4.377], [3.125, 3.727, 2.760], [5.144, 3.849, 1.207], [5.519, 2.096, -0.547], [5.324, 0.121, -1.746], [-3.475, -4.999, 2.385], [-2.509, -4.031, 2.907], [-2.948, -3.113, 3.956], [-1.488, -3.625, 2.107], [-0.986, -2.431, 1.987], [-0.929, -4.658, 1.355], [-0.298, -4.602, 0.130], [0.265, -5.819, -0.184], [-0.447, -3.611, -0.666], [-4.503, -4.676, 2.865], [-3.253, -5.903, 2.934], [-3.420, -4.845, 1.336], [-3.502, -3.650, 4.694], [-3.649, -2.353, 3.532], [-2.015, -2.701, 4.348], [-1.500, -1.764, 2.546], [-1.061, -5.553, 1.770], [0.893, -6.099, 0.520], [0.744, -5.709, -1.083], [0.149, -3.768, -1.559], [-1.092, 1.343, -3.138], [-1.650, 2.487, -3.971], [-1.334, 3.759, -3.380], [0.062, 3.851, -3.053], [0.454, 2.743, -2.007], [-0.628, 1.861, -1.741], [-1.779, 2.606, -1.255], [-2.054, 3.856, -2.085], [-0.241, 0.897, -3.611], [-1.765, 0.463, -3.001], [-2.742, 2.427, -4.091], [-1.218, 2.456, -4.984], [0.306, 4.811, -2.707], [0.707, 3.617, -3.927], [0.756, 3.212, -1.018], [1.251, 2.100, -2.372], [-1.656, 2.875, -0.225], [-2.723, 2.045, -1.228], [-1.761, 4.718, -1.551], [-3.109, 3.817, -2.266]], "total_charge": 1, "largest_force_ev_per_a": 4.0, "orbital_gap_ev": 7.2}

# 3
{"formula": "C17H28O14S2", "method": "wB97M-V/def2-TZVPD", "species": ["O", "S", "O", "C", "C", "C", "C", "C", "S", "O", "O", "O", "H", "H", "H", "H", "H", "H", "H", "H", "H", "H", "C", "C", "C", "O", "C", "O", "O", "H", "H", "H", "H", "H", "H", "C", "C", "C", "O", "C", "O", "O", "H", "H", "H", "H", "H", "H", "C", "C", "C", "O", "C", "O", "O", "H", "H", "H", "H", "H", "H"], "xyz": [[-3.032, -1.274, 0.986], [-1.712, -1.304, 0.411], [-1.978, -1.630, -1.143], [-0.889, -2.076, -1.994], [0.454, -1.384, -1.782], [0.305, 0.127, -1.552], [0.078, 0.440, -0.079], [0.491, 1.844, 0.339], [2.264, 1.925, 0.552], [2.866, 2.579, -0.577], [2.568, 2.347, 1.894], [-1.307, 0.275, 0.269], [-1.257, -1.858, -2.995], [-0.799, -3.158, -1.896], [1.036, -1.570, -2.686], [1.011, -1.859, -0.972], [1.183, 0.664, -1.912], [-0.553, 0.495, -2.116], [0.642, -0.288, 0.525], [0.239, 2.596, -0.408], [0.049, 2.083, 1.304], [2.577, 0.610, 0.471], [6.849, -2.340, 2.518], [5.928, -1.891, 1.417], [4.877, -0.867, 1.800], [3.818, -1.173, 0.879], [3.924, -2.482, 0.534], [3.092, -3.082, -0.065], [5.095, -2.983, 0.969], [6.278, -2.702, 3.373], [7.495, -3.144, 2.171], [7.475, -1.506, 2.836], [6.493, -1.543, 0.547], [5.184, 0.167, 1.673], [4.509, -1.025, 2.816], [-5.846, -2.661, 1.487], [-6.549, -3.664, 2.357], [-5.761, -4.169, 3.550], [-6.293, -5.486, 3.734], [-6.762, -5.917, 2.537], [-7.103, -7.031, 2.308], [-6.780, -4.900, 1.648], [-4.881, -3.039, 1.156], [-6.443, -2.432, 0.605], [-5.677, -1.736, 2.039], [-7.527, -3.295, 2.682], [-5.900, -3.589, 4.458], [-4.697, -4.250, 3.317], [0.290, 7.281, -4.103], [-0.060, 6.211, -3.105], [0.992, 5.900, -2.058], [0.736, 4.520, -1.777], [0.170, 3.969, -2.874], [0.005, 2.801, -3.027], [-0.185, 4.927, -3.754], [1.239, 7.055, -4.591], [-0.480, 7.357, -4.869], [0.371, 8.244, -3.598], [-1.020, 6.420, -2.624], [0.904, 6.481, -1.144], [2.004, 5.989, -2.461]], "largest_force_ev_per_a": 0.4, "orbital_gap_ev": 10.4}

# 4
{"formula": "C17H29AlBeCl3F10N2O10PS2", "method": "wB97M-V/def2-TZVPD", "species": ["C", "C", "C", "C", "F", "C", "C", "C", "O", "N", "H", "H", "H", "H", "H", "H", "H", "H", "Al", "C", "F", "F", "F", "S", "O", "O", "O", "F", "P", "F", "F", "F", "F", "F", "O", "H", "H", "Cl", "C", "S", "O", "C", "H", "H", "H", "H", "H", "H", "Cl", "C", "C", "Cl", "H", "H", "H", "H", "C", "N", "O", "O", "H", "H", "H", "O", "C", "O", "C", "C", "C", "H", "H", "H", "H", "H", "H", "Be"], "xyz": [[1.572, -1.841, -1.250], [2.170, -0.820, -0.648], [3.153, 0.245, 0.079], [4.123, -0.580, 1.089], [4.211, -1.943, 0.545], [3.357, -0.831, 2.493], [4.495, -0.376, 3.585], [5.820, -0.767, 2.725], [6.819, -1.476, 3.024], [5.492, -0.072, 1.416], [1.260, -2.949, -1.514], [2.450, 0.919, 0.718], [3.724, 0.835, -0.744], [3.308, -1.976, 2.555], [2.411, -0.208, 2.701], [4.349, -0.836, 4.628], [4.596, 0.787, 3.621], [6.231, -0.183, 0.679], [4.444, 1.096, 5.792], [6.180, 3.415, -2.737], [6.891, 2.249, -2.591], [6.826, 4.341, -1.991], [6.346, 3.793, -4.023], [4.392, 3.226, -2.266], [4.407, 2.809, -0.850], [3.864, 2.196, -3.157], [3.789, 4.530, -2.473], [-0.408, -6.091, -1.133], [-1.101, -4.941, -1.992], [-0.826, -4.283, -0.560], [-2.286, -5.971, -2.276], [-2.423, -4.040, -2.077], [-0.360, -5.543, -3.268], [-0.307, -3.721, -2.626], [-2.755, -3.248, -4.724], [-3.326, -3.292, -5.514], [-3.380, -3.165, -3.980], [-3.958, -1.372, -5.405], [-6.230, -2.737, 1.446], [-5.107, -3.206, 0.112], [-5.874, -3.127, -1.170], [-4.987, -4.950, 0.565], [-6.475, -1.679, 1.337], [-7.146, -3.328, 1.387], [-5.740, -2.897, 2.408], [-5.979, -5.404, 0.561], [-4.536, -5.038, 1.555], [-4.353, -5.455, -0.167], [3.315, 6.831, -4.652], [2.690, 7.582, -3.164], [1.791, 8.769, -3.455], [2.695, 10.146, -4.131], [3.542, 7.865, -2.543], [2.126, 6.811, -2.634], [1.328, 9.119, -2.529], [0.996, 8.508, -4.156], [8.438, 2.529, 1.361], [8.772, 3.975, 1.266], [8.158, 4.639, 0.444], [9.639, 4.388, 2.019], [7.655, 2.302, 0.636], [9.345, 1.967, 1.139], [8.092, 2.338, 2.377], [-11.158, -1.297, 5.191], [-10.818, -1.586, 4.071], [-11.371, -2.595, 3.340], [-10.660, -2.731, 2.107], [-9.990, -1.396, 1.886], [-9.708, -0.931, 3.297], [-9.938, -3.547, 2.209], [-11.359, -2.975, 1.305], [-9.097, -1.461, 1.260], [-10.690, -0.705, 1.405], [-8.749, -1.304, 3.665], [-9.758, 0.155, 3.380], [5.575, 0.522, -0.983]], "de_lowest_kcal_mol": 164.4, "total_charge": 2, "largest_force_ev_per_a": 7.0, "orbital_gap_ev": 1.2}

# 5
{"formula": "C17H29AuBrSi2", "method": "wB97M-V/def2-TZVPD", "species": ["C", "C", "C", "H", "C", "C", "H", "H", "H", "H", "Au", "Br", "C", "C", "C", "H", "C", "C", "H", "H", "H", "H", "C", "Si", "C", "C", "C", "Si", "C", "C", "C", "H", "H", "H", "H", "H", "H", "H", "H", "H", "H", "H", "H", "H", "H", "H", "H", "H", "H", "H"], "xyz": [[-0.783, -1.420, -3.688], [-0.832, -2.408, -2.694], [-1.545, -1.873, -1.593], [-0.372, -3.378, -2.733], [-1.949, -0.567, -1.924], [-1.452, -0.266, -3.200], [-1.572, 0.670, -3.716], [-0.308, -1.514, -4.648], [-1.705, -2.361, -0.650], [-2.485, 0.105, -1.282], [0.392, -0.661, -1.868], [1.199, -2.505, -0.288], [2.360, 0.483, -1.514], [1.539, 1.250, -2.377], [1.377, 0.525, -3.565], [1.086, 2.194, -2.137], [2.083, -0.701, -3.437], [2.714, -0.701, -2.184], [3.308, -1.498, -1.780], [2.622, 0.735, -0.504], [0.807, 0.837, -4.422], [2.138, -1.488, -4.169], [2.562, 0.039, 2.131], [1.144, 1.115, 1.527], [0.487, 1.977, 3.088], [1.708, 2.763, 0.751], [-0.021, 0.025, 0.331], [-1.553, -0.307, 1.557], [-2.574, 1.255, 1.819], [-2.990, -1.522, 1.267], [-0.894, -1.175, 3.103], [3.235, 0.649, 2.769], [3.151, -0.387, 1.296], [2.160, -0.801, 2.731], [1.358, 2.410, 3.621], [-0.147, 2.840, 2.814], [-0.055, 1.358, 3.816], [2.320, 2.744, -0.162], [0.804, 3.364, 0.524], [2.311, 3.313, 1.502], [-1.034, -0.341, 0.338], [-3.042, 1.536, 0.853], [-3.375, 1.044, 2.556], [-2.000, 2.114, 2.175], [-2.633, -2.573, 1.240], [-3.684, -1.455, 2.132], [-3.564, -1.266, 0.355], [-0.539, -2.182, 2.798], [-0.043, -0.696, 3.602], [-1.715, -1.299, 3.838]], "total_charge": -1, "largest_force_ev_per_a": 7.1, "spin_multiplicity": 3, "orbital_gap_ev": [6.2, 5.3]}

# 6
{"formula": "C17H29AuN3OTeV", "method": "wB97M-V/def2-TZVPD", "species": ["N", "C", "O", "Au", "V", "N", "N", "C", "C", "C", "C", "C", "C", "C", "C", "H", "H", "H", "H", "H", "H", "H", "H", "H", "H", "H", "H", "H", "H", "H", "H", "H", "H", "C", "H", "H", "H", "C", "H", "H", "H", "Te", "C", "C", "C", "C", "C", "C", "H", "H", "H", "H", "H"], "xyz": [[-0.548, 0.942, -1.265], [-1.905, 4.075, -2.786], [-2.366, 5.088, -3.081], [-1.245, 2.553, -2.122], [0.266, -0.286, -0.483], [1.881, -0.584, -1.436], [-0.607, -2.003, -0.164], [2.448, 0.326, -2.450], [-1.821, -2.076, 0.663], [1.577, 0.236, -3.698], [3.878, -0.032, -2.842], [2.464, 1.766, -1.936], [-2.742, -3.226, 0.257], [-1.444, -2.236, 2.136], [-2.608, -0.775, 0.488], [1.629, -0.781, -4.104], [1.955, 0.938, -4.451], [0.529, 0.473, -3.484], [4.569, 0.064, -1.998], [4.204, 0.674, -3.615], [3.941, -1.042, -3.258], [1.455, 2.187, -1.850], [3.023, 2.384, -2.651], [2.951, 1.826, -0.955], [-2.950, -3.186, -0.817], [-3.693, -3.119, 0.790], [-2.323, -4.205, 0.509], [-0.935, -3.193, 2.307], [-2.356, -2.212, 2.746], [-0.777, -1.430, 2.477], [-2.074, 0.103, 0.877], [-3.560, -0.873, 1.026], [-2.824, -0.606, -0.575], [0.002, -3.259, -0.535], [0.711, -3.131, -1.364], [0.554, -3.736, 0.299], [-0.771, -3.973, -0.862], [2.773, -1.584, -0.870], [3.737, -1.155, -0.547], [2.326, -2.053, 0.014], [2.975, -2.383, -1.607], [1.257, 0.604, 1.720], [-0.220, 1.724, 2.722], [-0.487, 1.371, 4.060], [-1.357, 2.170, 4.811], [-1.955, 3.299, 4.229], [-1.706, 3.619, 2.889], [-0.837, 2.838, 2.121], [0.003, 0.490, 4.477], [-1.568, 1.910, 5.848], [-2.618, 3.927, 4.828], [-2.195, 4.488, 2.436], [-0.618, 3.062, 1.076]], "total_charge": 2, "largest_force_ev_per_a": 7.7, "orbital_gap_ev": [4.5, 4.3]}